{"formula": "C38H52BNO4Pd", "method": "the ωB97M-V functional and the def2-TZVPD basis", "symbols": ["Pd", "C", "C", "C", "C", "C", "C", "C", "N", "C", "C", "C", "C", "C", "C", "O", "C", "C", "C", "C", "C", "C", "C", "C", "C", "O", "C", "C", "C", "C", "C", "C", "H", "H", "H", "H", "H", "H", "H", "H", "H", "H", "H", "H", "H", "H", "H", "H", "H", "H", "H", "H", "H", "H", "H", "H", "H", "H", "H", "H", "H", "H", "H", "H", "H", "H", "H", "H", "H", "H", "H", "H", "C", "C", "C", "C", "C", "C", "C", "C", "O", "B", "O", "C", "C", "H", "H", "H", "H", "H", "H", "H", "H", "H", "H", "H", "H"], "positions_angstrom": [[-0.93, -0.94, 0.22], [3.79, -6.52, 2.58], [2.99, -5.35, 3.16], [3.93, -4.53, 4.06], [1.87, -5.94, 4.04], [2.38, -4.46, 2.08], [1.64, -3.33, 2.47], [1.01, -2.50, 1.56], [0.26, -1.37, 1.79], [-0.19, -0.80, 2.96], [0.31, -0.99, 4.25], [-0.22, -0.32, 5.36], [-1.22, 0.60, 5.13], [-1.74, 0.88, 3.85], [-1.30, 0.12, 2.77], [-1.85, 0.23, 1.57], [-2.81, 1.99, 3.76], [-2.28, 3.26, 4.44], [-3.20, 2.39, 2.34], [-4.08, 1.52, 4.49], [0.26, -0.61, 6.78], [-0.92, -1.06, 7.65], [1.31, -1.72, 6.83], [0.88, 0.65, 7.40], [1.09, -2.85, 0.15], [0.44, -2.10, -0.74], [1.86, -3.94, -0.25], [2.49, -4.73, 0.73], [1.98, -4.27, -1.74], [2.89, -5.48, -1.99], [2.59, -3.08, -2.49], [0.60, -4.60, -2.32], [4.21, -7.11, 3.40], [4.61, -6.16, 1.96], [3.16, -7.17, 1.97], [4.40, -5.17, 4.82], [3.39, -3.73, 4.57], [4.71, -4.07, 3.46], [2.29, -6.56, 4.84], [1.20, -6.56, 3.43], [1.26, -5.16, 4.49], [1.54, -3.13, 3.53], [1.15, -1.65, 4.38], [-1.62, 1.15, 5.98], [-1.37, 3.60, 3.95], [-2.05, 3.11, 5.50], [-3.03, 4.06, 4.38], [-2.34, 2.73, 1.76], [-3.92, 3.22, 2.41], [-3.65, 1.57, 1.78], [-3.88, 1.28, 5.53], [-4.48, 0.63, 4.01], [-4.85, 2.31, 4.46], [-1.38, -1.96, 7.24], [-1.70, -0.29, 7.70], [-0.59, -1.27, 8.68], [0.93, -2.65, 6.39], [1.59, -1.92, 7.87], [2.21, -1.45, 6.28], [0.15, 1.46, 7.43], [1.72, 0.99, 6.80], [1.23, 0.46, 8.42], [3.06, -5.60, 0.41], [3.90, -5.32, -1.62], [2.95, -5.66, -3.07], [2.49, -6.39, -1.53], [3.60, -2.87, -2.12], [1.98, -2.19, -2.36], [2.66, -3.31, -3.57], [0.20, -5.50, -1.86], [0.68, -4.77, -3.40], [-0.10, -3.78, -2.14], [-7.56, -3.59, -4.81], [-7.05, -4.18, -3.49], [-6.28, -5.46, -3.81], [-8.25, -4.56, -2.61], [-6.18, -3.14, -2.78], [-6.76, -1.96, -2.31], [-6.02, -0.94, -1.71], [-4.66, -1.14, -1.59], [-3.72, -0.32, -1.06], [-2.46, -1.01, -1.08], [-2.74, -2.26, -1.80], [-4.06, -2.30, -2.04], [-4.79, -3.31, -2.64], [-8.18, -4.32, -5.34], [-6.73, -3.31, -5.45], [-8.16, -2.69, -4.64], [-6.94, -6.17, -4.30], [-5.88, -5.93, -2.91], [-5.44, -5.26, -4.48], [-8.88, -5.29, -3.13], [-8.87, -3.70, -2.37], [-7.91, -5.00, -1.67], [-7.83, -1.82, -2.41], [-6.49, -0.04, -1.34], [-4.28, -4.21, -2.96]], "mulliken_charge": [0.169, -2.444, 2.210, -1.374, -1.581, -0.751, 0.335, 0.058, -0.823, -0.528, 0.335, -1.257, -0.070, -0.749, 1.959, -1.348, 2.405, -1.787, -2.228, -1.610, 2.280, -1.816, -2.171, -1.808, 1.922, -1.421, -0.919, -0.253, 2.681, -2.388, -1.725, -1.723, 0.475, 0.369, 0.382, 0.462, 0.045, 0.347, 0.437, 0.353, 0.226, 0.199, 0.608, 0.292, 0.379, 0.316, 0.469, 0.405, 0.492, 0.333, 0.293, 0.328, 0.438, 0.376, 0.309, 0.464, 0.347, 0.535, 0.392, 0.307, 0.367, 0.450, 0.430, 0.425, 0.458, 0.386, 0.335, 0.305, 0.445, 0.288, 0.421, 0.340, -1.610, 2.148, -2.120, -1.664, 0.390, -0.526, -1.628, 1.259, -0.463, -0.269, -0.563, 0.444, -0.728, 0.420, 0.373, 0.342, 0.435, 0.433, 0.372, 0.435, 0.306, 0.395, 0.297, 0.397, 0.521], "gap_ev": 4.11, "homo_ev": -0.2170, "mol_weight_g_mol": 704.1, "e_tot_ha": -1987.802751, "total_charge": -2}

{"formula": "C19H33Cl21NO2S", "method": "the ωB97M-V functional and the def2-TZVPD basis", "symbols": ["O", "S", "O", "Cl", "C", "C", "C", "C", "N", "C", "C", "C", "C", "C", "H", "H", "H", "H", "H", "H", "H", "H", "H", "H", "H", "H", "H", "C", "Cl", "Cl", "H", "H", "C", "Cl", "Cl", "H", "H", "C", "Cl", "Cl", "H", "H", "C", "Cl", "Cl", "H", "H", "C", "Cl", "Cl", "H", "H", "C", "Cl", "Cl", "H", "H", "C", "Cl", "Cl", "H", "H", "C", "Cl", "Cl", "H", "H", "C", "Cl", "Cl", "H", "H", "C", "Cl", "Cl", "H", "H"], "positions_angstrom": [[5.46, 0.32, 1.09], [4.35, 1.13, 0.68], [3.16, 0.74, 1.37], [4.77, 3.11, 0.97], [4.20, 0.93, -1.11], [2.75, 1.01, -1.58], [2.27, 2.44, -1.89], [0.74, 2.53, -2.20], [-0.05, 1.64, -1.32], [-0.39, 2.13, -0.11], [-1.09, 1.35, 0.76], [-1.45, 0.04, 0.43], [-1.08, -0.43, -0.83], [-0.38, 0.40, -1.67], [4.90, 1.57, -1.66], [4.55, -0.10, -1.29], [2.13, 0.56, -0.79], [2.56, 0.40, -2.48], [2.44, 3.07, -1.00], [2.77, 2.88, -2.76], [0.55, 2.31, -3.25], [0.40, 3.56, -2.02], [-0.10, 3.14, 0.17], [-1.36, 1.76, 1.73], [-1.99, -0.62, 1.12], [-1.29, -1.44, -1.17], [-0.06, 0.06, -2.66], [8.57, 3.03, 1.71], [8.70, 3.87, 0.16], [9.15, 4.04, 3.04], [7.53, 2.79, 1.89], [9.17, 2.13, 1.68], [-2.62, -3.26, 3.58], [-3.20, -2.53, 5.07], [-2.43, -2.03, 2.30], [-1.65, -3.71, 3.76], [-3.33, -4.00, 3.24], [6.19, 6.91, 3.02], [5.63, 5.42, 2.25], [5.21, 8.28, 2.50], [6.11, 6.81, 4.10], [7.23, 7.09, 2.74], [-1.34, -5.01, 0.02], [-2.99, -4.89, 0.64], [-1.26, -4.51, -1.68], [-0.69, -4.36, 0.60], [-1.01, -6.04, 0.10], [-4.03, -5.70, -3.84], [-5.67, -5.56, -3.20], [-3.95, -5.20, -5.54], [-3.38, -5.07, -3.26], [-3.72, -6.74, -3.77], [-5.10, 0.22, 1.23], [-4.83, 1.15, -0.25], [-4.44, 1.05, 2.64], [-6.16, 0.07, 1.37], [-4.61, -0.74, 1.13], [3.34, 7.17, -0.40], [2.18, 5.87, -0.77], [3.96, 7.91, -1.87], [2.84, 7.93, 0.19], [4.17, 6.75, 0.16], [-7.90, -3.50, -5.72], [-8.50, -2.79, -4.21], [-7.68, -2.27, -6.97], [-6.94, -3.97, -5.52], [-8.62, -4.24, -6.06], [0.57, -7.92, -1.92], [-0.34, -9.40, -1.60], [1.19, -7.20, -0.43], [1.41, -8.16, -2.57], [-0.09, -7.21, -2.41], [-5.08, 0.57, 7.01], [-3.89, 1.60, 6.20], [-6.36, 0.07, 5.91], [-4.57, -0.32, 7.39], [-5.51, 1.13, 7.83]], "mulliken_charge": [-0.567, 1.102, -0.571, -0.156, -1.005, -0.386, 0.250, -1.290, 0.225, 0.170, -1.055, 0.748, -0.724, 0.163, 0.474, 0.373, 0.220, 0.312, -0.083, 0.386, 0.406, 0.384, 0.466, 0.500, -0.416, 0.416, 0.436, -0.032, -0.142, -0.153, 0.005, 0.334, -0.412, -0.106, -0.013, 0.359, 0.267, -0.382, -0.006, -0.147, 0.309, 0.284, -0.166, -0.172, -0.204, 0.274, 0.220, 0.199, -0.147, -0.167, -0.147, 0.269, -0.098, -0.173, -0.069, 0.370, 0.008, 0.162, -0.103, -0.154, 0.304, -0.195, 0.161, -0.155, -0.159, -0.114, 0.273, -0.064, -0.138, -0.157, 0.315, 0.087, -0.275, -0.144, -0.134, 0.219, 0.332], "gap_ev": 8.40, "homo_ev": -12.1869, "mol_weight_g_mol": 1084.1, "e_tot_ha": -11010.936107, "total_charge": 1}